[1]
Molecular formula: C37H46GaN8S2Se
Method: DFT, ωB97M-V with the def2-TZVPD basis set

The LUMO energy is -2.60 eV. The HOMO energy comes out at -9.89 eV. The calculation puts the molar mass at 815.6 g/mol. The value obtained for the HOMO-LUMO gap is 7.297 eV.

Geometry as ORCA input:
```
! wB97M-V def2-TZVPD RIJCOSX def2/J DEFGRID3
* xyz 1 1
Ga 1.9792 -0.2776 -0.1598
C 6.1652 -0.7870 0.9026
C 4.6910 -0.5749 0.8317
N 4.0498 -0.3439 -0.2522
N 4.7114 -0.2419 -1.4290
C 3.9321 -0.1237 -2.4776
N 4.5691 0.0291 -3.6662
S 2.1935 -0.1324 -2.5361
C 3.8542 -0.6314 2.0470
C 4.3338 -1.0966 3.2609
C 3.4879 -1.1129 4.3579
C 2.1922 -0.6444 4.2210
C 1.7784 -0.2061 2.9758
N 2.5850 -0.2085 1.9176
H 6.6270 -0.4847 -0.0310
H 6.3765 -1.8472 1.0672
H 6.5996 -0.2238 1.7287
H 5.5629 -0.1385 -3.6708
H 4.0583 -0.1603 -4.5104
H 5.3486 -1.4584 3.3426
H 3.8385 -1.4872 5.3104
H 1.5057 -0.6299 5.0554
H 0.7761 0.1660 2.8033
C -1.3905 -1.8111 -2.6906
C -2.7771 -1.3231 -2.2895
C -3.1137 0.0306 -2.9083
C -2.3748 1.2142 -2.2799
N -2.8181 1.5009 -0.9174
C -2.0964 1.3869 0.2232
Se -0.2060 1.4325 0.3463
N -2.9098 1.6887 1.2590
C -2.5039 1.6700 2.6645
C -2.4002 0.2654 3.2605
C -3.7044 -0.3619 3.7677
C -4.7419 -0.7412 2.7097
C -4.1604 2.0549 0.7757
C -5.3002 2.5231 1.4164
C -6.3824 2.8441 0.6190
C -6.3281 2.7098 -0.7732
C -5.1908 2.2488 -1.4091
C -4.1068 1.9182 -0.6047
H -1.2056 -2.8134 -2.3106
H -0.5980 -1.1679 -2.3019
H -1.2986 -1.8393 -3.7792
H -2.8657 -1.2733 -1.1988
H -3.5205 -2.0477 -2.6271
H -4.1888 0.2119 -2.8518
H -2.8445 0.0088 -3.9671
H -2.5448 2.1162 -2.8720
H -1.3028 1.0288 -2.2443
H -3.2173 2.2758 3.2224
H -1.5352 2.1654 2.7125
H -1.7122 0.3313 4.1074
H -1.9282 -0.3862 2.5210
H -4.1632 0.3185 4.4918
H -3.4288 -1.2624 4.3215
H -5.2044 0.1276 2.2506
H -5.5424 -1.3234 3.1672
H -4.3063 -1.3454 1.9134
H -5.3489 2.6328 2.4911
H -7.2878 3.2146 1.0797
H -7.1908 2.9815 -1.3659
H -5.1517 2.1613 -2.4861
S 2.7787 2.3510 0.1005
C 2.5968 3.0391 -1.4598
N 1.4005 3.3206 -1.9591
C 1.1933 3.9017 -3.2815
C 2.3432 3.4882 -4.1849
C 3.6504 3.8897 -3.5236
N 3.6834 3.3335 -2.1730
H 0.6120 3.0441 -1.3881
H 1.1442 4.9906 -3.1995
H 0.2404 3.5454 -3.6696
H 2.2521 3.9537 -5.1645
H 2.3219 2.4026 -4.3027
H 3.7407 4.9779 -3.4780
H 4.5032 3.4998 -4.0760
H 4.5628 3.0794 -1.7543
C -1.3484 -4.4055 2.1516
C -1.3659 -2.9958 2.1027
C -0.3983 -2.3108 1.4255
C 0.6619 -2.9810 0.7678
C 1.6894 -2.2833 0.0645
C 2.6987 -3.0311 -0.4950
C 2.7517 -4.4386 -0.3866
C 1.7698 -5.1114 0.2735
C 0.6961 -4.4011 0.8570
C -0.3390 -5.0868 1.5408
H -2.1311 -4.9381 2.6765
H -2.1561 -2.4627 2.6095
H -0.4329 -1.2300 1.3682
H 3.4812 -2.5566 -1.0767
H 3.5769 -4.9744 -0.8392
H 1.8052 -6.1900 0.3718
H -0.3068 -6.1699 1.5700
*
```

[2]
Molecular formula: C37H46N2O4P2S3W
Method: DFT, ωB97M-V with the def2-TZVPD basis set

The LUMO energy (spin up / spin down) is -4.70 / -4.44 eV. Its expectation value of S² is 2.024. Its relative energy (zero: lowest compared OMol25 entry of this formula, charge and spin) is 0.0 kJ/mol. The HOMO energy (spin up / spin down) comes out at -11.91 / -12.88 eV. The calculation puts the molar mass at 924.8 g/mol. The value obtained for the HOMO-LUMO gap (spin up / spin down) is 7.213 / 8.438 eV.

Geometry as ORCA input:
```
! wB97M-V def2-TZVPD RIJCOSX def2/J DEFGRID3
* xyz 2 3
W -0.2626 -0.2680 0.2979
C -4.9976 -0.1510 -0.2544
N -4.4023 0.6533 0.8158
C -5.2742 1.6699 1.4026
C -3.1403 0.4976 1.1475
O -2.4223 -0.3883 0.6205
C -2.5112 1.4006 2.1847
O -1.1886 0.9320 2.3626
C -0.3310 1.8814 2.9643
C 1.0777 1.4862 2.5734
O 1.2353 0.6586 1.6510
N 2.1009 2.0248 3.2072
C 3.4712 1.6456 2.8640
C 1.9679 3.0519 4.2383
H -5.6959 -0.8702 0.1722
H -4.2165 -0.6691 -0.7995
H -5.5362 0.5169 -0.9245
H -6.2603 1.2353 1.5523
H -5.3619 2.5208 0.7266
H -4.9058 2.0080 2.3659
H -3.0612 1.3599 3.1285
H -2.5096 2.4331 1.8185
H -0.4624 1.8775 4.0484
H -0.5360 2.8861 2.5781
H 3.4625 0.7147 2.3073
H 4.0339 1.5237 3.7882
H 3.9311 2.4251 2.2565
H 0.9946 3.5313 4.2045
H 2.7185 3.8186 4.0546
H 2.1340 2.6277 5.2288
S -1.1684 -1.9014 -1.4373
P 0.8050 -1.7549 -1.9346
C 1.1814 -0.2893 -1.1101
P 1.1222 1.3332 -1.6914
S -0.5934 1.9660 -0.7620
C 2.5396 2.2886 -1.1355
C 3.7164 1.6395 -0.7825
C 4.8402 2.3830 -0.4436
C 4.7790 3.7687 -0.4437
C 3.5967 4.4200 -0.7845
C 2.4792 3.6819 -1.1359
C 1.0317 1.5761 -3.4630
C -0.1315 1.1854 -4.1280
C -0.1980 1.2750 -5.5072
C 0.8900 1.7605 -6.2227
C 2.0456 2.1540 -5.5646
C 2.1229 2.0593 -4.1831
C 1.6997 -3.1373 -1.2040
C 1.3380 -4.4315 -1.5785
C 1.9879 -5.5196 -1.0214
C 3.0014 -5.3181 -0.0894
C 3.3652 -4.0313 0.2803
C 2.7155 -2.9380 -0.2779
C 1.0514 -1.8443 -3.7035
C 0.0434 -2.3179 -4.5359
C 0.2755 -2.4278 -5.8995
C 1.5028 -2.0527 -6.4249
C 2.5087 -1.5726 -5.5938
C 2.2887 -1.4754 -4.2311
H 3.7489 0.5560 -0.7794
H 5.7632 1.8802 -0.1856
H 5.6561 4.3477 -0.1857
H 3.5547 5.5008 -0.7880
H 1.5612 4.1868 -1.4149
H -0.9775 0.8096 -3.5630
H -1.0969 0.9714 -6.0267
H 0.8322 1.8369 -7.3006
H 2.8874 2.5370 -6.1256
H 3.0284 2.3638 -3.6744
H 0.5518 -4.5873 -2.3094
H 1.7170 -6.5242 -1.3181
H 3.5147 -6.1696 0.3380
H 4.1617 -3.8788 0.9967
H 2.9772 -1.9276 0.0140
H -0.9219 -2.5852 -4.1235
H -0.5032 -2.8004 -6.5513
H 1.6802 -2.1342 -7.4892
H 3.4629 -1.2795 -6.0106
H 3.0758 -1.1086 -3.5806
C 0.0053 -2.0297 4.7025
C -0.1237 -3.2428 3.7952
S -0.9860 -2.8178 2.2915
O 0.0306 -1.8394 1.6328
C -0.7904 -4.3345 1.3580
C -1.7241 -5.4278 1.8541
H 0.5294 -2.3127 5.6138
H -0.9731 -1.6388 4.9845
H 0.5771 -1.2439 4.2087
H -0.7092 -4.0386 4.2589
H 0.8468 -3.6363 3.4867
H 0.2684 -4.5990 1.4134
H -1.0127 -4.0278 0.3346
H -1.5125 -5.7275 2.8798
H -1.5937 -6.3074 1.2253
H -2.7683 -5.1232 1.7875
*
```

[3]
Molecular formula: C37H47AlF4N2SSb2
Method: DFT, ωB97M-V with the def2-TZVPD basis set

The LUMO energy is -5.62 eV. Its relative energy (zero: lowest compared OMol25 entry of this formula, charge and spin) is 17.7 kJ/mol. The HOMO energy comes out at -13.33 eV. The calculation puts the molar mass at 898.4 g/mol. The value obtained for the HOMO-LUMO gap is 7.717 eV.

Geometry as ORCA input:
```
! wB97M-V def2-TZVPD RIJCOSX def2/J DEFGRID3
* xyz 2 1
Al -9.4067 -14.8312 4.1935
C -9.9883 -12.1280 4.7776
N -9.6503 -13.3600 5.5325
C -8.6226 -13.0911 6.5307
C -10.8958 -13.8946 6.2376
C -11.9211 -14.3541 5.2999
N -11.1885 -14.9888 4.0972
C -11.9402 -15.6797 3.1634
C -11.2259 -16.5788 2.3891
F -9.8835 -16.6499 2.6149
C -11.7796 -17.2274 1.3155
F -11.0031 -18.1006 0.6957
C -13.1368 -17.0584 1.0642
C -13.8803 -16.2696 1.9526
F -15.2037 -16.1181 1.7974
C -13.2777 -15.5669 3.0128
F -14.0935 -14.7566 3.7836
H -10.4659 -11.4673 5.4439
H -9.0665 -11.5845 4.4447
H -10.7054 -12.2644 4.0162
H -8.9203 -12.3127 7.2043
H -8.4740 -13.9990 7.1267
H -7.7519 -12.9026 5.9535
H -10.6010 -14.7356 6.8793
H -11.2157 -13.0172 6.9116
H -12.6653 -14.9985 5.6814
H -12.5174 -13.5002 4.9643
H -13.5535 -17.4488 0.1973
S -8.0327 -16.0530 5.3828
Sb -9.1740 -17.9342 6.4956
C -8.2415 -18.3075 8.3100
C -6.9160 -18.0741 8.5164
C -6.4067 -18.3825 9.7372
C -7.1663 -18.8331 10.7981
C -8.5426 -19.0930 10.5760
C -9.0501 -18.8647 9.3144
C -11.1487 -17.6338 6.9470
C -12.0810 -18.3277 6.1867
C -13.3965 -18.4126 6.6359
C -13.7799 -17.8041 7.7916
C -12.8325 -17.0280 8.4853
C -11.4736 -17.0163 8.1351
C -9.1258 -19.5418 5.1157
C -9.4981 -20.8558 5.4705
C -9.5415 -21.8491 4.5073
C -9.0924 -21.5753 3.2090
C -8.6391 -20.2794 2.8899
C -8.7496 -19.2757 3.8086
H -6.2758 -17.6724 7.6840
H -5.3421 -18.2665 9.9269
H -6.7198 -18.9820 11.8050
H -9.1718 -19.4693 11.3801
H -10.1160 -19.1247 9.1666
H -11.8702 -18.7858 5.2244
H -14.0214 -19.0006 5.9814
H -14.8105 -18.0343 8.1671
H -13.1147 -16.5420 9.4233
H -10.7154 -16.4813 8.7706
H -9.8682 -21.1447 6.4879
H -9.8947 -22.8624 4.7667
H -8.9544 -22.4309 2.4937
H -8.2225 -20.0384 1.9421
H -8.4563 -18.2848 3.4610
C -8.4635 -11.9224 -0.2526
C -9.2631 -12.6276 0.8658
C -10.5659 -13.3095 0.5051
Sb -8.0567 -14.0067 1.9370
C -7.1476 -15.4256 0.6231
C -8.1468 -16.3581 -0.0776
C -6.0626 -14.9688 -0.3204
C -6.1807 -12.7986 2.3511
C -6.4860 -11.5305 3.1248
C -5.2561 -13.6734 3.1357
H -9.1294 -11.1189 -0.6198
H -8.2553 -12.4338 -1.1664
H -7.6419 -11.4106 0.1931
H -9.4573 -11.8857 1.6496
H -10.4865 -14.2539 -0.1014
H -11.2613 -12.6486 0.0119
H -11.1247 -13.5451 1.4107
H -6.6122 -16.0419 1.3118
H -7.7646 -17.3307 -0.3735
H -8.5146 -15.9120 -1.0090
H -9.0084 -16.4776 0.5381
H -6.4898 -14.5049 -1.2270
H -5.5328 -15.8436 -0.5903
H -5.3975 -14.2649 0.1963
H -5.8438 -12.4785 1.3829
H -6.8880 -11.8928 4.0815
H -7.0986 -10.7863 2.6191
H -5.5479 -11.1075 3.5359
H -5.8328 -13.9613 4.0145
H -4.3095 -13.1704 3.3677
H -5.0046 -14.5807 2.6111
*
```

[4]
Molecular formula: C37H47AuO3P2S3Si
Method: DFT, ωB97M-V with the def2-TZVPD basis set

The LUMO energy is -0.64 eV. Its relative energy (zero: lowest compared OMol25 entry of this formula, charge and spin) is 16.1 kJ/mol. The HOMO energy comes out at -7.72 eV. The calculation puts the molar mass at 923.0 g/mol. The value obtained for the HOMO-LUMO gap is 7.079 eV.

Geometry as ORCA input:
```
! wB97M-V def2-TZVPD RIJCOSX def2/J DEFGRID3
* xyz 0 1
Au -0.5918 0.6959 1.0158
S 1.2554 -0.0562 2.3134
P 2.1467 1.5468 1.3569
C 0.8199 2.1654 0.5483
P 0.1364 2.7299 -0.8809
S -1.7054 1.8019 -0.7694
C 1.0579 2.2444 -2.3645
C 2.3508 2.7502 -2.5269
C 3.1524 2.2856 -3.5568
C 2.6710 1.3178 -4.4300
C 1.3863 0.8174 -4.2746
C 0.5788 1.2783 -3.2398
C -0.0368 4.5181 -0.9978
C 0.0173 5.1859 -2.2200
C -0.1831 6.5588 -2.2627
C -0.4379 7.2621 -1.0942
C -0.5014 6.5966 0.1250
C -0.3051 5.2249 0.1739
C 2.9167 2.6760 2.5271
C 3.8366 2.1923 3.4550
C 4.4526 3.0702 4.3312
C 4.1584 4.4286 4.2778
C 3.2434 4.9096 3.3539
C 2.6162 4.0318 2.4777
C 3.5102 1.0033 0.2982
C 3.3253 -0.1543 -0.4561
C 4.2710 -0.5303 -1.3977
C 5.4059 0.2495 -1.5897
C 5.5934 1.4016 -0.8385
C 4.6474 1.7838 0.1046
H 2.7342 3.4999 -1.8434
H 4.1569 2.6724 -3.6731
H 3.3008 0.9531 -5.2316
H 1.0090 0.0620 -4.9522
H -0.4200 0.8857 -3.1038
H 0.2195 4.6396 -3.1318
H -0.1385 7.0789 -3.2110
H -0.5921 8.3327 -1.1329
H -0.7104 7.1458 1.0339
H -0.3679 4.6869 1.1127
H 4.0629 1.1326 3.4956
H 5.1614 2.6976 5.0592
H 4.6428 5.1109 4.9641
H 3.0123 5.9664 3.3165
H 1.8898 4.3893 1.7583
H 2.4404 -0.7587 -0.2950
H 4.1197 -1.4300 -1.9808
H 6.1460 -0.0446 -2.3231
H 6.4804 2.0060 -0.9820
H 4.8038 2.6835 0.6877
C -1.0250 -4.2493 -1.3922
C -0.7799 -2.7506 -1.5317
C -1.6090 -2.1798 -2.6795
C 0.7000 -2.4748 -1.7594
O -1.1166 -2.0612 -0.3206
Si -2.4256 -2.1995 0.6600
S -2.3810 -0.5345 1.9402
O -2.4478 -3.6276 1.4754
C -1.7017 -4.1167 2.5953
C -1.6767 -5.6321 2.4401
C -2.4313 -3.7247 3.8746
C -0.2838 -3.5579 2.5952
O -3.7267 -2.2675 -0.3277
C -5.0867 -2.6379 -0.0541
C -5.5024 -2.2134 1.3504
C -5.9267 -1.9091 -1.0937
C -5.2148 -4.1473 -0.2226
H -0.7358 -4.7646 -2.3096
H -2.0801 -4.4492 -1.1967
H -0.4398 -4.6571 -0.5657
H -1.3018 -2.6173 -3.6321
H -1.4736 -1.0981 -2.7248
H -2.6672 -2.3793 -2.5161
H 1.0555 -2.9693 -2.6653
H 1.2779 -2.8417 -0.9078
H 0.8619 -1.3987 -1.8609
H -2.6957 -6.0210 2.4049
H -1.1530 -6.0973 3.2781
H -1.1703 -5.9072 1.5123
H -3.4464 -4.1272 3.8633
H -2.4822 -2.6387 3.9602
H -1.9117 -4.1221 4.7500
H 0.2212 -3.7854 1.6547
H 0.2922 -3.9934 3.4145
H -0.3031 -2.4741 2.7253
H -5.3702 -1.1390 1.4752
H -4.9026 -2.7320 2.1036
H -6.5520 -2.4596 1.5233
H -5.8075 -0.8301 -0.9806
H -6.9827 -2.1624 -0.9805
H -5.6049 -2.1897 -2.0986
H -4.5731 -4.6581 0.4962
H -4.9109 -4.4350 -1.2312
H -6.2484 -4.4643 -0.0681
*
```

Q: The highest molar mass belongs to which entry?
A: C37H46N2O4P2S3W